# 1
Below is 2 unconnected molecules or ions with the total composition C22H48IN3O5P2 at a distorted geometry, with properties calculated with ωB97M-V with the def2-TZVPD basis set.

Calculated values
Gap between HOMO and LUMO = 9.3 eV
E_LUMO = 0.00 eV

ORCA input file:
```
! RIJCOSX wB97M-V def2-TZVPD def2/J DEFGRID3
* xyz 0 1
C -4.507 -6.001 -0.262
C -5.075 -6.140 -1.673
C -4.032 -5.773 -2.758
C -4.468 -4.634 -3.693
C -3.836 -3.276 -3.394
C -2.316 -3.255 -3.527
C -1.749 -1.859 -3.254
C -1.645 -0.990 -4.506
C -0.834 0.295 -4.364
C -1.287 1.243 -3.249
C -0.798 0.879 -1.822
C 0.019 1.979 -1.124
C -0.728 2.695 0.011
C 0.219 3.120 1.138
C -0.513 3.681 2.357
C -0.792 2.672 3.484
C 0.429 1.926 4.019
C 1.086 2.657 5.198
C 2.530 2.206 5.412
C 2.977 2.406 6.859
N 4.421 2.072 7.008
C 5.226 3.229 6.696
O 5.400 4.164 7.446
O 5.754 3.201 5.438
P 6.564 1.868 4.899
O 6.608 1.825 3.436
P 4.789 1.653 8.663
O 6.379 1.404 8.355
I 3.966 -0.658 8.733
H -5.113 -6.512 0.484
H -4.382 -4.955 0.012
H -3.520 -6.463 -0.221
H -5.341 -7.189 -1.806
H -5.979 -5.548 -1.789
H -3.100 -5.543 -2.249
H -3.829 -6.652 -3.367
H -5.555 -4.569 -3.705
H -4.180 -4.895 -4.714
H -4.135 -2.926 -2.403
H -4.236 -2.543 -4.099
H -1.999 -3.632 -4.498
H -1.896 -3.921 -2.772
H -0.744 -1.957 -2.840
H -2.347 -1.362 -2.489
H -2.629 -0.778 -4.928
H -1.134 -1.592 -5.261
H -0.970 0.834 -5.304
H 0.234 0.078 -4.316
H -0.923 2.242 -3.485
H -2.377 1.265 -3.265
H -0.199 -0.026 -1.890
H -1.669 0.612 -1.227
H 0.897 1.504 -0.683
H 0.400 2.696 -1.849
H -1.250 3.566 -0.383
H -1.460 2.011 0.442
H 0.869 3.903 0.737
H 0.869 2.281 1.369
H -1.487 4.028 2.006
H -0.024 4.559 2.776
H -1.594 1.998 3.186
H -1.199 3.245 4.322
H 0.112 0.932 4.339
H 1.195 1.765 3.263
H 1.081 3.721 4.959
H 0.482 2.468 6.086
H 3.172 2.811 4.770
H 2.669 1.165 5.123
H 2.376 1.757 7.491
H 2.784 3.447 7.122
H 7.819 2.007 5.510
H 5.964 0.746 5.470
H 6.896 1.955 8.949
N 2.131 0.238 -7.094
C 1.090 -0.209 -7.863
N 1.087 0.239 -9.157
O 0.229 -0.950 -7.427
H 2.849 0.848 -7.431
H 2.160 -0.071 -6.141
H 0.338 -0.070 -9.746
H 1.785 0.849 -9.535
*
```



# 2
Below is a molecular structure, C22H49AlBr3FGaNaO3S at a distorted geometry, with properties calculated with ωB97M-V with the def2-TZVPD basis set.

Calculated values
Gap between HOMO and LUMO = 1.9 eV
E_LUMO = -3.87 eV

ORCA input file:
```
! RIJCOSX wB97M-V def2-TZVPD def2/J DEFGRID3
* xyz 0 1
C 0.549 -0.831 1.186
C 0.956 -1.031 0.046
Ga 1.679 -0.697 -1.822
C 3.359 0.405 -1.836
C 3.381 1.747 -1.054
C 2.151 2.131 -0.237
C 2.269 3.562 0.349
C 1.049 4.484 0.083
C -0.150 4.269 0.987
C -0.951 3.023 0.648
C -2.407 2.971 1.099
C -3.358 2.255 0.124
C -2.780 1.040 -0.619
C -3.809 -0.044 -0.967
C 2.058 -2.526 -2.581
C 2.708 -3.480 -1.564
C 1.639 -4.141 -0.671
C 3.805 -2.858 -0.710
C 0.224 0.108 -3.053
C 0.816 1.193 -4.074
C -0.360 1.895 -4.941
O 1.358 2.225 -3.265
H 0.362 -0.768 2.227
H 3.529 0.643 -2.886
H 4.199 -0.201 -1.520
H 4.190 1.683 -0.327
H 3.619 2.569 -1.725
H 1.248 2.122 -0.823
H 2.114 1.469 0.625
H 3.149 4.051 -0.069
H 2.439 3.525 1.427
H 1.389 5.501 0.218
H 0.760 4.377 -0.961
H 0.116 4.333 2.045
H -0.797 5.120 0.758
H -0.909 2.990 -0.447
H -0.406 2.151 1.062
H -2.450 2.490 2.078
H -2.782 3.986 1.204
H -3.692 2.987 -0.607
H -4.248 1.924 0.659
H -2.401 1.411 -1.596
H -1.946 0.606 -0.063
H -3.624 -0.491 -1.937
H -3.748 -0.845 -0.232
H -4.817 0.353 -0.907
H 1.081 -2.950 -2.839
H 2.616 -2.442 -3.516
H 3.201 -4.278 -2.125
H 0.634 -3.863 -1.003
H 1.768 -3.816 0.359
H 1.759 -5.234 -0.633
H 4.135 -3.597 0.014
H 3.445 -1.994 -0.144
H 4.651 -2.530 -1.314
H -0.423 -0.916 -3.609
H -0.560 0.639 -2.524
H 1.595 0.794 -4.705
H -1.100 2.244 -4.218
H 0.099 2.714 -5.489
H -0.902 1.234 -5.613
H 0.828 3.020 -3.373
Na -0.169 1.229 -0.883
C -2.665 -0.014 4.067
S -1.826 -1.355 4.880
O -0.329 -1.167 4.504
C -2.348 -2.716 3.879
H -2.380 0.917 4.554
H -2.376 0.012 3.016
H -3.737 -0.175 4.172
H -2.078 -2.537 2.836
H -3.424 -2.859 3.976
H -1.774 -3.578 4.292
O -3.030 -6.238 5.362
H -2.059 -6.685 5.464
H -3.390 -5.963 6.224
H -3.707 -6.723 4.850
F -0.542 6.298 -0.811
Al 1.015 -2.689 4.682
Br 3.368 -6.519 0.456
Br -0.216 -0.711 -5.205
Br -0.642 -5.239 5.085
*
```



# 3
Below is a molecular structure, C22H49Br3N3O16P at a distorted geometry, with properties calculated with ωB97M-V with the def2-TZVPD basis set.

Calculated values
Gap between HOMO and LUMO = 8.2 eV
E_LUMO = -0.29 eV
Energy relative to the best compared isomer or geometry (same formula, charge and spin) = 0.0 kcal per mole

ORCA input file:
```
! RIJCOSX wB97M-V def2-TZVPD def2/J DEFGRID3
* xyz 0 1
C -0.643 -1.424 -1.818
Br -2.548 -1.416 -1.419
Br 0.352 -2.499 -0.562
Br -0.039 0.422 -2.023
H -0.560 -1.895 -2.785
O 3.276 5.060 -5.246
P 3.251 4.967 -3.765
N 2.432 3.629 -3.186
C 1.911 2.661 -4.157
C 2.432 3.255 -1.779
N 2.615 6.329 -3.044
C 2.772 6.708 -1.649
C 1.529 7.053 -3.703
N 4.755 4.819 -3.008
C 5.594 6.017 -2.952
C 5.542 3.604 -3.203
H 1.199 2.006 -3.655
H 2.688 2.098 -4.675
H 1.316 3.219 -4.880
H 1.422 3.231 -1.359
H 3.142 3.891 -1.260
H 2.775 2.215 -1.697
H 3.696 6.345 -1.198
H 2.881 7.794 -1.579
H 1.908 6.350 -1.081
H 0.579 6.858 -3.189
H 1.671 8.123 -3.526
H 1.514 6.757 -4.746
H 6.407 5.955 -3.680
H 4.970 6.887 -3.145
H 6.071 6.174 -1.980
H 4.898 2.767 -3.481
H 5.890 3.282 -2.216
H 6.355 3.759 -3.907
C 3.970 -1.781 -0.390
O 4.096 -2.379 0.884
C 3.763 -3.660 1.009
O 3.488 -4.392 0.099
O 3.777 -3.961 2.293
C 3.317 -5.250 2.663
H 4.425 -2.334 -1.208
H 4.419 -0.793 -0.284
H 2.923 -1.578 -0.627
H 3.868 -6.065 2.193
H 2.256 -5.282 2.404
H 3.365 -5.433 3.734
C -6.841 2.231 1.808
O -5.691 1.668 2.430
C -5.212 0.539 1.963
O -5.675 -0.111 1.059
O -4.091 0.245 2.601
C -3.421 -0.942 2.214
H -7.593 1.443 1.821
H -6.634 2.630 0.817
H -7.197 3.068 2.401
H -3.201 -0.880 1.153
H -4.027 -1.823 2.441
H -2.523 -1.113 2.803
C -7.673 -7.178 -2.510
O -6.968 -6.189 -1.786
C -6.588 -5.077 -2.404
O -6.642 -4.870 -3.588
O -6.145 -4.230 -1.472
C -5.703 -2.964 -1.970
H -7.675 -8.098 -1.926
H -7.233 -7.537 -3.444
H -8.679 -6.794 -2.666
H -5.107 -3.087 -2.871
H -5.090 -2.545 -1.176
H -6.532 -2.278 -2.135
C 0.218 -3.121 3.044
O 0.857 -3.784 4.159
C 0.084 -4.067 5.194
O -1.065 -3.710 5.309
O 0.776 -4.769 6.076
C 0.061 -5.439 7.093
H 1.006 -3.059 2.301
H -0.143 -2.157 3.380
H -0.567 -3.776 2.673
H 0.701 -5.991 7.774
H -0.606 -6.214 6.699
H -0.571 -4.717 7.609
C 2.216 0.145 3.413
O 1.437 1.265 2.989
C 0.436 0.993 2.169
O -0.036 -0.089 1.948
O 0.061 2.118 1.588
C -1.209 2.140 0.937
H 1.578 -0.611 3.862
H 2.944 0.488 4.143
H 2.802 -0.232 2.573
H -1.310 3.116 0.478
H -2.031 1.930 1.625
H -1.219 1.344 0.187
*
```



# 4
Below is a molecular structure, C22H49Br4CaCl2FLiN2NaO9P at a distorted geometry, with properties calculated with ωB97M-V with the def2-TZVPD basis set.

Calculated values
Gap between HOMO and LUMO = 1.2 eV
E_LUMO = -0.80 eV

ORCA input file:
```
! RIJCOSX wB97M-V def2-TZVPD def2/J DEFGRID3
* xyz -1 1
C -1.550 -3.010 -0.241
C -0.216 -3.682 0.142
C 0.561 -2.968 1.232
O 0.615 -1.569 1.000
C 1.577 -0.956 1.813
C 1.007 0.372 2.266
P 2.298 1.053 3.427
O 3.605 0.734 2.864
O 2.160 2.629 3.572
O 2.188 0.344 4.833
C -0.387 0.098 2.951
O -1.455 0.133 2.043
C -1.591 1.331 1.338
C -2.834 2.113 1.719
C -4.177 1.386 1.428
C -4.357 0.985 -0.060
C -4.419 0.292 2.466
C -0.270 2.207 1.364
C -0.399 3.358 0.361
N -0.805 4.564 1.071
N 0.794 1.222 1.046
O 2.008 1.773 0.631
C 2.252 1.578 -0.777
C 3.205 0.427 -1.115
C 2.529 -0.964 -1.213
C 3.815 0.768 -2.483
C 2.764 0.721 -3.642
C 5.018 -0.173 -2.821
H -2.329 -3.765 -0.317
H -1.897 -2.266 0.472
H -1.493 -2.571 -1.235
H 0.460 -3.756 -0.709
H -0.436 -4.685 0.500
H 1.571 -3.390 1.243
H 0.112 -3.218 2.202
H 1.749 -1.560 2.709
H 2.558 -0.827 1.354
H 1.719 2.835 4.419
H 1.293 0.011 5.005
H -0.312 -0.867 3.445
H -0.640 0.841 3.744
H -1.713 1.013 0.276
H -2.898 3.089 1.231
H -2.843 2.281 2.801
H -4.945 2.140 1.624
H -5.362 1.031 -0.430
H -3.903 -0.041 -0.230
H -3.759 1.729 -0.640
H -4.335 0.723 3.479
H -3.737 -0.543 2.393
H -5.444 -0.045 2.366
H -0.112 2.679 2.329
H -1.131 3.079 -0.391
H 0.516 3.621 -0.168
H -1.287 4.344 1.931
H -1.370 5.169 0.490
H 0.374 0.579 0.342
H 1.330 1.469 -1.360
H 2.712 2.506 -1.118
H 4.018 0.434 -0.388
H 1.452 -0.898 -1.073
H 2.713 -1.445 -2.170
H 2.977 -1.634 -0.484
H 4.226 1.781 -2.415
H 1.746 0.538 -3.308
H 2.971 -0.094 -4.346
H 2.797 1.637 -4.244
H 5.923 0.258 -2.394
H 4.871 -1.206 -2.519
H 5.209 -0.214 -3.909
Br -5.158 3.213 -1.742
Li 4.806 1.021 -4.722
Cl -0.575 1.923 5.570
Ca -2.048 2.206 -1.717
Cl -4.981 -1.766 0.262
O -0.166 3.026 -4.978
H 0.357 3.827 -4.874
H -0.899 3.271 -5.565
F -3.360 3.055 -4.718
Na -2.561 1.455 6.988
O 3.224 -5.777 1.036
C 3.277 -5.493 -0.211
C 4.676 -4.507 -0.525
O 4.716 -4.189 -1.766
H 2.430 -4.905 -0.626
H 3.371 -6.344 -0.916
H 5.500 -5.128 -0.120
H 4.560 -3.684 0.216
C -6.826 -1.431 -3.423
Br -7.926 -1.809 -4.972
Br -5.500 -0.103 -3.871
Br -7.892 -1.045 -1.876
H -6.303 -2.343 -3.176
*
```



# 5
Below is a molecular structure, C22H49IrN2O2P3 at a distorted geometry, with properties calculated with ωB97M-V with the def2-TZVPD basis set.

Calculated values
Gap between HOMO and LUMO (alpha / beta) = 6.8 / 3.8 eV
Expectation value of S² = 6.026
E_LUMO (alpha / beta) = -7.50 / -11.66 eV
Energy relative to the best compared isomer or geometry (same formula, charge and spin) = 0.0 kcal per mole

ORCA input file:
```
! RIJCOSX wB97M-V def2-TZVPD def2/J DEFGRID3
* xyz 3 5
Ir 0.428 0.057 0.334
P 1.966 1.163 1.688
P -0.695 1.758 -0.684
P 1.657 -0.505 -1.444
H -1.661 -1.665 0.314
C -0.635 -1.750 -0.053
C 0.385 -2.077 0.891
H 0.068 -2.323 1.903
C 1.834 1.700 3.435
C 2.630 2.726 1.013
C 3.396 0.011 1.858
C -2.090 1.243 -1.760
C -1.522 3.019 0.342
C 0.310 2.825 -1.798
C 2.533 -2.109 -1.372
C 3.010 0.659 -1.817
C 0.661 -0.680 -2.979
H -0.495 -2.094 -1.081
H 1.282 -2.604 0.569
H 1.678 0.885 4.159
H 1.104 2.494 3.596
H 2.818 2.145 3.658
H 1.843 3.494 1.014
H 2.999 2.600 -0.010
H 3.459 3.113 1.626
H 3.057 -0.925 2.326
H 4.185 0.438 2.497
H 3.824 -0.229 0.876
H -2.517 2.121 -2.272
H -2.874 0.784 -1.143
H -1.766 0.518 -2.517
H -1.942 3.803 -0.310
H -0.805 3.486 1.030
H -2.342 2.572 0.919
H -0.328 3.628 -2.196
H 0.711 2.258 -2.647
H 1.136 3.286 -1.241
H 3.125 -2.225 -2.291
H 1.813 -2.934 -1.305
H 3.198 -2.131 -0.498
H 3.503 0.319 -2.739
H 3.741 0.656 -0.998
H 2.636 1.678 -1.968
H 1.303 -1.105 -3.765
H 0.268 0.286 -3.319
H -0.185 -1.360 -2.814
C -2.447 -0.836 -6.499
C -3.574 -1.320 -7.211
C -3.791 -2.692 -7.242
C -2.906 -3.580 -6.609
C -1.770 -3.080 -5.949
C -1.526 -1.710 -5.916
O -2.230 0.503 -6.285
H -2.918 1.006 -6.747
H -4.252 -0.616 -7.699
H -4.668 -3.087 -7.765
H -3.091 -4.650 -6.630
H -1.069 -3.754 -5.459
H -0.644 -1.288 -5.432
C -1.904 1.569 3.463
N -1.502 0.642 4.507
C -1.388 1.186 5.860
C -0.687 -0.366 4.049
O -0.638 -0.543 2.805
N 0.129 -1.123 4.887
C -0.176 -1.434 6.275
C 1.105 -1.997 4.258
H -2.550 2.348 3.881
H -2.424 1.005 2.680
H -1.029 2.065 2.984
H -1.852 0.493 6.554
H -0.352 1.360 6.146
H -1.921 2.147 5.898
H 0.305 -2.390 6.532
H 0.217 -0.662 6.948
H -1.253 -1.532 6.424
H 1.361 -1.595 3.275
H 2.028 -2.055 4.855
H 0.717 -3.024 4.133
*
```



no.,total energy (eV)
1,-64981.699
2,-316806.599
3,-280255.769
4,-385288.960
5,-61362.589